Entry 1:
Below is a molecular structure, C38H102AsF6FeN9O11, with properties calculated with ωB97M-V/def2-TZVPD.

Geometry as XYZ:
```
168
Properties=species:S:1:pos:R:3:forces:R:3:lowdin_charge:R:1
Fe -4.024609 2.246563 -1.078180 1.4275 0.2150 -1.1893 1.075
C -2.477903 5.691532 -2.645511 0.4667 0.5929 -0.9191 0.007
C -2.985609 4.360453 -2.175773 -0.7433 0.1970 -0.0108 -0.684
O -4.059290 3.909060 -2.655311 -0.5055 -0.3507 0.2226 -0.061
O -2.462615 3.749811 -1.204330 0.0968 -0.3497 0.6087 -0.089
H -2.909644 6.460337 -2.003311 0.1383 -0.0580 0.1760 0.094
H -2.778101 5.956040 -3.660812 -0.5687 -0.4300 0.0837 0.083
H -1.398664 5.830637 -2.714378 0.0757 -0.3901 0.7570 0.081
As -0.810193 0.350272 0.055428 1.4415 -0.9498 1.4767 0.840
F -0.002466 0.706997 -1.444696 -0.6680 0.1230 0.2556 -0.223
F -1.355058 -1.157113 -0.650941 -0.1056 0.3721 0.0908 -0.242
F -1.601347 -0.093350 1.552640 0.1775 0.1064 -0.6183 -0.245
F -0.204393 1.842364 0.725576 -0.5174 -0.7384 -0.4330 -0.228
F -2.340563 1.096665 -0.420098 0.4931 0.0639 -0.1817 -0.268
F 0.609225 -0.463992 0.706856 -0.8273 0.3587 -0.9504 -0.248
C 2.719756 -6.254667 1.775350 -0.6216 0.7052 -0.9745 -0.065
C 3.300061 -5.925997 0.383497 0.2142 -0.2926 0.7799 -0.429
C 2.679211 -4.744011 -0.344917 1.0610 0.7562 0.9815 -0.246
O 1.411498 -4.959671 -0.876387 -0.3930 0.0320 0.2540 -0.143
C 0.863021 -3.747482 -1.310427 -0.9245 -0.0243 -1.7191 -0.116
N 4.704340 -5.645443 0.644984 0.7965 0.2138 -0.4180 0.029
H 1.707162 -6.607660 1.569691 -0.0483 -0.1384 0.7268 0.082
H 2.700593 -5.360294 2.405354 -0.2691 0.1395 -0.1647 0.059
H 3.340613 -6.955791 2.326756 -0.1107 -0.4167 -0.3530 0.076
H 3.136989 -6.823502 -0.223505 0.5129 -0.0015 -0.1383 0.137
H 3.378389 -4.373069 -1.112943 -0.0718 -0.4482 -0.2857 0.110
H 2.727163 -3.919331 0.391550 -0.5925 0.0786 0.0157 0.128
H 0.063967 -3.937707 -2.037400 -0.2574 -0.5800 0.3577 0.069
H 1.539711 -3.222284 -1.997598 0.4936 0.4193 0.6883 0.085
H 0.394344 -3.120999 -0.550231 0.5976 0.0973 0.3402 0.079
H 4.790620 -5.033537 1.450360 -0.2103 -0.1788 0.1841 0.068
H 5.165856 -5.101426 -0.081909 -0.1708 -0.2181 -0.2744 0.031
C 1.800972 -6.017887 5.294100 0.4898 -0.1660 -0.0071 -0.082
C 1.571374 -4.626227 5.901582 -0.9715 -1.7702 0.3839 -0.415
C 1.358514 -3.509221 4.888053 1.1273 0.3242 0.9100 -0.221
O 0.070375 -3.461526 4.321995 0.3640 -0.6299 -0.0007 -0.154
C 0.017962 -2.452596 3.362145 -0.2153 1.0513 -1.0735 -0.128
N 0.438713 -4.821827 6.825388 -0.1688 0.5362 -0.0036 0.024
H 2.849557 -6.126152 5.003154 -0.2114 0.1386 -0.6760 0.071
H 1.096162 -6.254826 4.495638 0.2310 0.1099 -0.2172 0.077
H 1.702262 -6.807368 6.041165 -0.3055 0.2663 0.2763 0.073
H 2.467452 -4.482309 6.510195 -0.0596 0.7629 -0.1201 0.133
H 2.183849 -3.575737 4.168504 -0.3140 0.0383 -0.4922 0.121
H 1.544694 -2.573105 5.432008 -0.1282 0.2158 -0.0634 0.116
H 0.386771 -1.487459 3.729323 -0.0556 -0.0903 0.3001 0.067
H -0.995521 -2.276953 2.996533 -0.1668 -0.3224 0.4170 0.080
H 0.601776 -2.628449 2.449204 0.2487 -0.4892 0.2157 0.077
H -0.313755 -5.234473 6.281006 -0.0369 0.0055 0.0863 0.067
H 0.067178 -3.925478 7.133047 0.0949 -0.0287 0.0215 0.068
C -5.507400 -0.685096 -3.892758 -0.4536 -0.6488 0.8610 -0.037
C -5.305041 0.157800 -2.622098 0.5751 -0.8597 -1.3243 -0.394
C -5.027920 -0.691471 -1.409837 -0.6975 -0.3167 -1.0185 -0.201
O -4.804518 0.132569 -0.270578 -0.4440 -0.3056 -0.4681 -0.229
C -4.540535 -0.722573 0.843500 1.1342 0.2365 1.1013 -0.071
N -4.103131 0.988650 -2.821611 -0.2613 0.8854 -0.2742 0.007
H -4.609142 -1.249348 -4.132614 0.1033 0.1437 -0.1131 0.050
H -5.814993 -0.059667 -4.728693 0.1044 0.0208 -0.0249 0.089
H -6.298979 -1.415017 -3.695995 -0.0714 0.0300 -0.2488 0.089
H -6.246312 0.707206 -2.524748 0.3927 0.6175 0.4143 0.147
H -4.178384 -1.333533 -1.668861 0.3387 0.1625 0.4781 0.128
H -5.880245 -1.369571 -1.295065 -0.0465 0.1189 0.5625 0.141
H -5.382295 -1.347891 1.137877 -0.2592 0.1296 -0.3796 0.101
H -4.223239 -0.129034 1.701007 -0.3411 0.3656 -0.1380 0.078
H -3.659704 -1.338665 0.649283 -0.1878 -0.1760 -0.3428 0.084
H -3.267765 0.401713 -3.057472 -0.4701 -0.4129 0.5981 0.062
H -4.194398 1.428414 -3.739038 -0.2552 0.7343 0.4218 0.107
C -2.369140 -3.124833 -3.503768 0.1941 -0.6380 0.3911 -0.044
C -1.644790 -2.020000 -4.262153 0.6154 0.1720 0.4053 -0.396
C -1.986860 -1.905819 -5.735550 -0.4414 0.7128 -0.9129 -0.197
O -1.877238 -3.096823 -6.476712 -0.3445 -0.0846 0.4868 -0.171
C -0.587458 -3.639336 -6.555695 0.3528 -0.5946 -0.3815 -0.113
N -1.880553 -0.732150 -3.573624 -0.2825 0.0632 -0.2192 0.053
H -3.454867 -3.148074 -3.608269 -0.0033 0.2971 -0.1430 0.074
H -2.124841 -3.056358 -2.439600 -0.1779 0.3697 0.0608 0.063
H -2.029541 -4.141914 -3.715271 0.0913 0.1697 -0.6008 0.083
H -0.563259 -2.166881 -4.157911 -0.0163 -0.5101 -0.2329 0.128
H -1.440630 -1.127983 -6.291159 0.6488 0.0482 0.6429 0.111
H -3.002961 -1.520609 -5.881627 -0.2585 -0.5377 0.3439 0.123
H -0.094574 -3.841738 -5.599690 -0.2858 0.0840 0.1651 0.081
H 0.116489 -3.042230 -7.149373 -0.2115 0.2409 -0.0300 0.090
H -0.730837 -4.594032 -7.063809 0.2159 0.0167 0.0128 0.093
H -1.157029 -0.090269 -3.884148 0.0059 -0.0529 -0.0068 0.040
H -1.678112 -0.901163 -2.593950 0.1070 0.0463 0.0405 0.035
C 3.195764 1.685687 1.905467 0.3035 0.0959 0.2084 -0.053
C 3.196325 0.463497 2.851532 0.3384 1.3044 -0.9957 -0.401
C 2.173499 0.669125 3.953319 -0.3695 -1.1066 0.3670 -0.228
O 2.558836 1.691433 4.837916 0.0485 0.4967 -0.5407 -0.178
C 1.584713 1.990081 5.814471 0.4737 -0.2368 -0.0053 -0.099
N 2.997879 -0.778271 2.115547 -0.7080 -0.7161 0.1468 0.063
H 3.907914 1.524611 1.094347 -0.0290 -0.1089 -0.0540 0.062
H 3.534184 2.583804 2.428404 -0.2047 0.0299 0.0732 0.075
H 2.211084 1.867601 1.471418 -0.0689 -0.0426 0.0429 0.053
H 4.193138 0.473882 3.299171 -0.0375 -0.3656 0.2385 0.137
H 2.051676 -0.269977 4.511580 0.2021 -0.0992 0.0869 0.105
H 1.171726 0.849249 3.535859 0.0206 0.3396 -0.2164 0.120
H 1.898001 2.914279 6.295876 -0.0295 -0.0148 0.0710 0.088
H 1.573483 1.179680 6.550206 -0.2846 0.0455 0.1349 0.089
H 0.584582 2.130874 5.393990 -0.0182 -0.0632 -0.1175 0.070
H 2.049584 -0.829621 1.730188 0.5033 0.1500 0.6170 0.030
H 3.556302 -0.816145 1.268278 0.3539 0.3325 0.2292 0.042
C 0.583973 5.072141 2.938481 0.8616 -1.0013 -0.0914 -0.039
C -0.401538 5.446055 1.856978 -0.6602 1.2613 0.4176 -0.438
C 0.256408 6.033908 0.613627 0.6480 0.3726 -1.1278 -0.194
O 1.286006 7.006713 0.768883 0.6855 -0.2756 0.1641 -0.179
C 0.930281 8.139221 1.496411 -0.5563 0.6104 0.7261 -0.137
N -1.278394 4.324842 1.517778 0.5088 -0.2231 -0.9904 0.049
H 1.246341 4.320857 2.489227 0.2505 0.0845 0.1720 0.082
H 0.180028 4.574939 3.822256 -0.5898 0.0887 -0.2112 0.068
H 1.212852 5.869544 3.332690 -0.0790 0.2206 -0.3989 0.075
H -1.038598 6.262156 2.220434 -0.1933 -0.2080 0.2639 0.133
H -0.455979 6.516779 -0.069649 -0.6370 -0.2626 0.3058 0.118
H 0.712794 5.249761 0.001373 0.1349 -0.1632 0.2609 0.131
H 0.733014 7.880612 2.543026 -0.2651 0.1124 -0.0313 0.076
H 0.070185 8.681609 1.078253 -0.2613 -0.3578 -0.0246 0.090
H 1.702460 8.909809 1.539681 0.5005 -0.5188 -0.3876 0.087
H -1.823799 4.563965 0.689911 -0.3839 0.4140 0.3262 0.050
H -0.719086 3.594036 1.057668 0.0944 0.2629 0.7447 0.047
C -2.880347 3.547892 4.919712 0.2317 -0.5838 0.6793 -0.049
C -2.741697 2.093505 4.441494 -0.2907 1.0706 -0.3969 -0.419
C -3.853447 1.229110 5.021139 0.2044 -0.0884 0.3888 -0.213
O -3.780483 1.277638 6.438645 0.0572 0.1817 -0.0257 -0.188
C -4.721560 0.445012 7.057280 -0.8612 0.2231 -0.0688 -0.127
N -2.779319 2.067903 2.960867 0.2659 -0.4365 0.8385 0.052
H -2.228461 4.259304 4.413836 0.0680 -0.2474 -0.3121 0.055
H -2.576736 3.544075 5.969058 -0.3604 0.2996 0.0763 0.076
H -3.910269 3.891278 4.818106 -0.0220 0.0164 0.0672 0.081
H -1.781626 1.694680 4.789164 -0.0247 0.0081 0.1945 0.125
H -3.739025 0.173908 4.740747 0.0431 0.0147 -0.3663 0.119
H -4.831917 1.577410 4.670570 -0.0225 0.0947 -0.0740 0.127
H -4.471292 0.333955 8.110173 0.3738 -0.3706 -0.1368 0.087
H -4.843916 -0.491994 6.503544 0.3917 -0.3070 0.3687 0.083
H -5.740617 0.862186 7.076831 0.0922 0.3741 -0.2631 0.084
H -2.241502 1.234340 2.773109 -0.1872 -0.1353 -0.6966 0.020
H -2.164446 2.827483 2.656547 -0.3100 0.0575 -0.1783 0.017
C 0.244456 3.049956 -4.992247 -0.1765 0.3408 -0.9560 -0.051
C -0.000991 1.614227 -5.469335 0.0767 0.2633 1.2043 -0.434
C 0.141327 1.343037 -6.963905 -0.3278 1.0847 0.7918 -0.212
O -0.886044 2.088557 -7.574795 -0.1308 0.3198 -0.5101 -0.202
C -0.753217 2.143952 -8.996222 0.0896 -0.6007 1.0024 -0.084
N 0.855792 0.698460 -4.702333 -0.5450 -0.5131 0.1258 0.044
H 1.298717 3.271746 -5.171967 -0.0689 0.4596 0.1173 0.082
H -0.016246 3.215927 -3.945327 0.3181 -0.5417 0.1847 0.071
H -0.422175 3.753326 -5.501140 0.3563 0.0142 -0.3920 0.077
H -1.048176 1.465838 -5.181456 -0.0085 -0.6787 -0.2669 0.120
H 0.031537 0.275534 -7.171350 0.2147 -0.0532 -0.0442 0.111
H 1.120754 1.728456 -7.278758 0.1115 -0.2820 -0.2204 0.131
H 0.206146 2.600384 -9.250566 -0.0381 0.0505 -0.2363 0.087
H -1.588488 2.715439 -9.388353 0.0315 0.0234 -0.0329 0.087
H -0.787222 1.107214 -9.344562 0.0262 0.1278 -0.4982 0.087
H 1.844595 0.817358 -4.888416 -0.0430 0.1623 -0.2479 0.075
H 0.738165 0.907078 -3.715671 0.1257 -0.0669 0.0461 0.043
C 7.074188 -0.799532 -0.840781 -0.5065 0.4965 0.1181 -0.067
C 5.881332 -1.781130 -0.697660 1.9740 0.6085 -0.1510 -0.407
C 4.707538 -1.286705 -1.567940 0.2677 -0.7560 1.9773 -0.190
O 4.131084 -0.197968 -0.866240 -0.1842 0.4749 0.0809 -0.223
C 2.918887 0.262795 -1.478854 1.0337 -0.6438 -0.4845 -0.089
N 6.331651 -3.137878 -1.023467 -0.5622 -0.5642 -0.5920 0.027
H 6.774335 0.200781 -0.516887 -0.0118 0.0277 -0.1002 0.074
H 7.396962 -0.732158 -1.882761 -0.0593 -0.0567 -0.0552 0.074
H 7.952277 -1.057938 -0.247254 -0.1454 -0.3114 0.0998 0.071
H 5.630753 -1.809747 0.363249 -0.5554 0.1282 -0.0810 0.132
H 3.989647 -2.112050 -1.561864 -0.1558 -0.0161 -0.6963 0.107
H 5.098374 -1.008193 -2.548159 -0.3359 0.0019 -0.2809 0.128
H 2.188624 -0.547485 -1.464939 -0.1288 0.0588 -0.1892 0.071
H 3.224536 0.524790 -2.497658 -0.6147 0.0927 -0.2331 0.084
H 2.496240 1.135475 -0.991986 0.3457 -0.0393 0.3592 0.075
H 6.551877 -3.249240 -2.008906 -0.1761 0.1937 -0.0666 0.078
H 7.203587 -3.360814 -0.559322 -0.0782 0.1796 0.2754 0.077
```
Positions in Å, forces in eV/Å.

Output
**Multiplicity**: 5
**E**: -188524.2699 eV
**E_LUMO (spin up / spin down)**: -0.024 / -0.035 Eh
**Orbital gap (spin up / spin down)**: 7.8 / 7.4 eV
**Expectation value of S²**: 6.01
**Largest force on an atom**: 0.0442 hartree/bohr
**HOMO (spin up / spin down)**: -8.41 / -8.41 eV

---

Entry 2:
Below is a single C20H32N2O3 molecule, with properties calculated with ωB97M-V/def2-TZVPD.

Geometry as XYZ:
```
57
Properties=species:S:1:pos:R:3:forces:R:3:lowdin_charge:R:1
C 6.380024 1.942668 -2.952779 0.4221 -9.1063 -7.0043 -0.042
O 5.569635 1.493759 -2.055422 -1.5444 12.9780 7.3822 0.026
C 5.233336 0.406800 -1.800582 -4.2818 -6.4391 5.1175 -0.640
O 5.535407 -0.338301 -2.605004 1.6787 -9.7335 -5.7745 0.166
C 4.395407 0.006556 -0.528522 1.6844 4.2351 -2.8798 -0.142
C 3.987041 -1.254534 -0.229849 -2.0841 -1.1046 1.0660 0.003
C 3.111435 -1.396261 0.861109 2.5503 3.8972 1.1293 0.039
C 2.891479 -0.375989 1.935245 3.2323 0.4707 -8.1302 -0.236
C 1.935037 -0.462136 2.908393 -5.1521 -3.3048 2.6219 -0.099
N 0.394694 -0.438757 2.453633 8.5675 -3.5843 3.7410 -0.137
C -0.012190 0.816033 2.326534 0.6805 4.8442 -3.9372 -0.224
C -0.431392 0.958503 0.884693 -2.9617 -2.9583 -4.6071 0.014
N -1.626721 -0.180213 0.594093 2.0399 5.3304 5.3854 -0.162
C -2.099879 -0.326196 -0.604624 6.8328 8.0253 -7.6543 -0.201
C -2.752449 1.112771 -1.318647 2.8110 -6.7809 -1.3788 -0.092
C -3.634715 0.842538 -2.483853 0.3111 6.0567 -0.1431 -0.503
C -4.879599 0.067820 -2.322004 0.8313 -2.2808 6.1768 -0.058
C -2.870007 0.422277 -3.599731 1.5621 -5.2311 0.1805 -0.128
C -1.431422 -1.266007 1.404882 0.8071 -5.7355 -5.3396 -0.457
C -2.324106 -1.406381 2.457653 -3.7737 -2.6681 6.6319 -0.161
C -3.909154 -1.045518 2.237940 2.2844 1.2688 7.3943 -0.208
O -4.142620 0.330647 2.001176 0.8051 -1.2142 -0.0069 -0.056
C 0.033044 -1.480331 1.660878 -5.1645 -3.7078 6.1086 -0.185
C 3.379257 0.818968 1.506192 0.1114 1.3104 -3.1223 -0.007
C 3.981723 1.108940 0.142102 -0.1747 0.9667 6.7676 0.028
H 5.726448 1.658269 -3.888826 2.0382 1.3334 0.3889 0.162
H 6.574211 2.851805 -2.812409 1.6931 7.3368 0.8666 0.026
H 7.261557 1.206002 -2.998348 -0.7142 1.4577 -0.2064 0.149
H 4.221028 -2.015237 -0.964204 -0.0456 -0.3701 0.3844 0.126
H 2.811639 -2.227649 1.286863 -1.5558 -5.0422 0.6492 0.050
H 1.971815 -1.485914 3.283893 0.0493 -0.0152 0.8626 0.127
H 1.929985 0.254953 3.691233 0.5366 0.5418 0.6761 0.121
H 0.811302 1.700831 2.396346 -1.8489 -2.1757 0.6809 0.181
H -0.815664 0.786335 2.978632 -2.1209 2.3261 1.2948 0.103
H -0.988012 1.808807 0.578359 0.0089 1.2634 0.1267 0.083
H 0.219615 0.628475 -0.103459 -0.3843 1.0686 2.9476 0.177
H -2.782479 -0.915085 -0.797375 -6.3875 -6.5814 -1.0413 0.007
H -1.162163 -0.519023 -1.443521 -1.8838 -0.2095 1.5882 0.169
H -1.902711 1.659410 -1.478060 1.6603 1.8512 -0.8523 0.078
H -3.274766 1.382960 -0.575702 -3.9077 2.9380 5.5936 0.028
H -3.775560 2.061265 -2.752252 -0.9746 -2.6964 0.4870 0.198
H -5.551072 0.106618 -3.097482 -1.3630 -0.4564 -1.8507 0.050
H -4.664633 -1.003669 -1.768982 -0.1227 1.6811 -2.6286 0.143
H -5.391097 0.317553 -1.356675 -0.1288 1.0684 -0.9445 0.090
H -1.926763 0.721217 -3.875706 2.1621 1.7133 0.0362 0.069
H -3.355520 0.222706 -4.449356 -2.6044 0.4593 -3.6393 0.040
H -2.700264 -0.688616 -3.457724 0.4549 0.4901 0.4911 0.115
H -1.766760 -2.252450 0.695913 1.0518 2.0915 1.2780 0.210
H -2.179140 -2.571660 2.986848 -0.8028 3.0999 -1.7139 0.192
H -2.124872 -0.821078 3.329616 0.7595 0.8101 0.6889 0.091
H -4.032378 -1.633360 1.501470 -2.4994 -3.9985 -5.7658 0.019
H -4.442929 -1.432202 3.216904 0.8379 0.8730 -2.1162 0.155
H -3.280052 0.403990 1.562308 0.1230 1.6862 -0.6576 0.041
H 0.512808 -1.719539 0.864880 3.4041 -1.0347 -5.4978 0.042
H -0.043002 -2.658960 2.278279 0.7910 3.2513 -1.1492 0.203
H 3.028864 1.631312 2.072898 0.2679 1.5332 0.7704 0.075
H 4.377297 2.184277 0.222136 -0.5692 -1.8283 -1.4724 0.145
```
Positions in Å, forces in eV/Å.

Output
**SMILES string**: COC(=O)c1ccc(CN2CCN(CCC(C)C)[C@H](CCO)C2)cc1
**E**: -30365.0227 eV
**E_LUMO**: 0.011 Eh
**Orbital gap**: 8.2 eV
**ΔE to the lowest compared entry with this formula, charge and spin**: 399.9 kcal per mole
**Largest force on an atom**: 0.2919 hartree/bohr
**HOMO**: -7.92 eV